150
Properties=species:S:1:pos:R:3:forces:R:3 method="wB97M-V/def2-TZVPD" e_tot_ha=-2634.1463 de_lowest_kj_mol=46.16 gap_ev=10.04 max_force_ev_per_a=3.09 molar_mass_g_mol=787.16
O -13.3885 -9.5199 15.3322 0.130 0.557 1.331
O -13.0539 -8.4492 17.8522 -0.451 0.488 1.801
O -14.0778 -14.9351 10.6209 -0.565 1.174 0.256
O -13.1751 -16.0525 15.1264 0.564 -0.592 -0.458
O -14.1691 -7.3372 13.7879 0.100 -0.980 -0.470
O -14.9652 -12.7952 15.9406 0.769 0.483 -1.569
O -11.0450 -9.9059 14.0917 1.540 -0.054 -1.985
O -17.8757 -7.4865 17.0185 0.421 0.693 0.172
O -11.5863 -13.8527 18.6358 0.327 -0.707 -0.129
O -14.6012 -14.2170 13.5712 1.161 0.523 -0.298
O -12.4629 -5.0091 14.0478 0.644 0.766 -0.003
O -13.2579 -9.7486 11.9585 -0.828 -0.446 -0.496
O -15.7882 -9.9629 18.4512 -0.926 -0.525 -0.243
O -11.6191 -10.6697 18.4698 -0.325 0.630 1.757
O -9.4417 -11.3477 16.0615 -0.574 1.285 -1.013
O -14.3190 -14.9782 17.3600 -1.306 0.739 0.788
C -13.1439 -17.4954 14.9166 -0.583 1.152 0.171
C -14.6004 -13.7146 11.1872 1.298 0.874 -0.585
C -9.1661 -12.5373 15.3153 -1.017 -0.218 1.786
C -12.1985 -6.4296 19.0912 1.202 -0.643 0.069
C -13.9570 -11.7888 15.8208 1.444 0.253 1.285
C -14.5389 -7.7309 12.4634 -0.491 0.582 -1.555
C -19.7807 -8.0192 15.7492 -1.051 2.074 0.218
C -15.8015 -11.2886 19.0507 0.049 -0.364 -0.939
C -15.6098 -15.2692 18.1171 2.346 1.342 -0.379
C -10.5096 -13.1609 14.8605 1.589 -0.693 -1.803
C -17.1753 -11.6855 19.6667 -0.574 2.711 -0.220
C -10.0607 -7.8401 14.8160 2.658 -1.117 -1.021
C -14.2874 -3.4055 14.6161 1.733 1.217 -1.638
C -11.7688 -15.8286 20.1308 2.435 -0.724 -1.242
C -13.3983 -7.2980 18.8118 0.923 -1.157 -1.468
C -13.3937 -8.3745 11.6048 -0.141 0.549 1.569
C -14.4506 -6.4944 18.1704 -2.165 0.591 1.491
C -19.8959 -6.6631 18.0235 0.519 0.407 -1.616
C -10.7663 -8.5716 13.6448 0.874 1.784 2.177
C -10.8227 -10.9069 19.6661 -0.453 -0.922 -0.643
C -15.4298 -16.5726 18.8324 -0.713 -0.420 0.984
C -11.0030 -15.1636 18.9806 0.228 1.210 1.512
C -14.2150 -18.1537 15.8282 0.783 -1.532 -0.288
C -10.8822 -16.0851 17.8399 0.693 -1.680 -1.257
C -9.9190 -8.5087 12.4219 -0.703 -0.566 -1.263
C -19.2565 -7.7499 17.1282 -0.201 -0.297 1.453
C -8.3536 -13.3753 16.2852 -0.724 -0.503 -1.408
C -13.3361 -17.6410 13.3977 -1.087 -1.932 1.414
C -13.3655 -4.0442 13.4928 -1.250 -0.494 2.362
C -14.4020 -10.5005 15.1700 -1.663 0.633 0.767
C -16.7393 -15.2810 17.1121 -1.284 2.335 1.571
C -9.3660 -11.0520 19.2871 1.140 0.274 1.174
C -11.0986 -9.7920 20.6123 0.337 -0.082 0.817
C -14.6665 -11.3323 20.0113 0.207 0.099 0.979
C -12.6479 -2.9795 12.7704 0.605 2.197 0.535
C -13.9514 -13.3837 12.5559 -1.507 -0.195 -0.781
H -15.2882 -17.9535 15.6276 0.804 0.406 -0.032
H -11.3422 -13.3212 15.5206 0.162 0.210 1.007
H -13.8294 -10.7297 19.6422 -0.006 -0.467 0.017
H -12.0352 -2.3676 13.4827 0.155 -0.966 -0.561
H -17.7300 -10.7136 19.9149 0.974 -1.151 0.252
H -19.6952 -5.6251 17.6563 -0.423 -0.840 0.117
H -15.0074 -13.1899 15.0259 -0.213 -0.257 0.599
H -19.1618 -8.7536 15.2981 0.671 -0.384 -0.719
H -17.3854 -8.2813 17.1985 0.376 -0.561 0.150
H -8.1087 -14.3463 15.8213 0.238 0.397 0.575
H -10.5192 -8.9252 20.3527 0.129 0.591 -0.242
H -10.7054 -15.4822 16.9827 0.119 0.395 -1.095
H -12.4925 -5.6243 19.7802 0.169 -0.176 -0.267
H -13.3841 -15.8289 16.0464 -0.267 -0.102 0.215
H -9.1830 -11.8220 18.5546 -0.170 -0.282 -0.123
H -8.9488 -13.4642 17.1477 -1.281 -0.931 1.048
H -13.9591 -17.9978 16.8969 -0.244 0.233 -0.709
H -10.0183 -16.8345 17.8503 -1.095 1.049 0.523
H -9.7751 -6.7963 14.5866 -0.496 -0.464 0.151
H -10.5334 -8.8861 11.5675 0.717 0.414 0.262
H -9.1029 -9.1976 12.5597 0.511 -0.276 -0.048
H -14.5717 -10.5051 14.0777 -0.175 -0.557 0.530
H -12.4942 -7.8895 11.9864 0.032 0.453 -1.077
H -11.4242 -16.8607 20.1483 0.163 -0.207 0.302
H -12.1487 -9.5194 20.7455 0.066 -0.214 -0.167
H -20.7751 -8.4291 15.8059 -0.597 -0.047 -0.088
H -14.5249 -16.7561 19.4035 0.269 0.728 0.011
H -12.6240 -9.2194 18.3179 0.086 0.916 -0.373
H -14.3161 -15.5836 11.2674 -0.115 -1.039 0.462
H -14.0748 -5.8470 17.4035 -0.094 -0.109 -0.951
H -20.9393 -6.8884 18.1459 -0.706 0.274 -0.201
H -15.7026 -13.6686 11.2162 0.354 -0.335 0.227
H -12.4355 -13.9114 18.1418 0.672 -0.713 0.574
H -12.9094 -5.8601 14.0136 -0.280 -0.267 0.087
H -16.2565 -16.6943 19.5676 0.321 -0.099 -0.615
H -14.3804 -12.3694 20.1165 0.500 -0.259 0.280
H -13.2839 -18.7393 13.1757 0.056 0.927 -0.144
H -11.7033 -8.0356 13.5493 -0.273 -0.060 -0.316
H -9.9371 -14.9574 19.2947 -1.226 0.341 -0.016
H -12.5656 -17.1106 12.8737 0.190 0.341 -0.378
H -16.6668 -16.0386 16.3657 0.111 -0.596 -0.398
H -9.4986 -7.5061 12.2039 -0.541 -0.551 0.213
H -14.7680 -5.7980 18.9764 0.146 -0.040 -0.356
H -17.0285 -12.2834 20.5522 0.033 -0.069 0.356
H -7.5642 -12.8208 16.7178 1.572 0.466 -0.373
H -13.9864 -8.1558 14.3211 -0.035 0.750 -0.354
H -15.5247 -12.0947 18.3407 -0.446 0.723 -0.530
H -10.3066 -14.1693 14.3893 -0.243 1.059 0.178
H -17.6791 -15.3642 17.7314 0.632 -0.248 -0.878
H -15.4355 -17.3731 18.1235 -0.458 -0.584 -0.412
H -9.8190 -10.6825 15.4182 0.372 -0.825 0.806
H -11.7930 -16.6562 17.6800 -0.218 -0.083 -0.110
H -11.4055 -7.0439 19.5762 -0.426 0.576 -0.266
H -8.9410 -10.1399 18.9042 -0.170 0.606 -0.551
H -14.7594 -4.1092 15.2532 -0.400 -0.768 0.465
H -12.9976 -12.0631 15.3241 -0.783 -0.644 0.034
H -11.1265 -11.8704 20.1149 -0.229 0.347 -0.300
H -15.7063 -14.4280 18.8763 -0.137 -0.860 -0.954
H -14.0978 -19.2591 15.6986 -0.152 0.633 0.037
H -11.5849 -15.3998 21.0629 0.274 0.871 1.541
H -17.9359 -12.1636 19.0514 0.595 -0.363 -0.571
H -19.8190 -7.0326 15.2089 0.172 -1.158 0.031
H -13.2365 -2.1639 12.3428 -0.857 -0.407 0.116
H -10.7102 -10.1394 21.5644 -0.087 0.190 0.439
H -13.6142 -11.5633 16.8796 -0.551 0.013 -0.989
H -11.2142 -11.1693 17.7942 0.756 -0.991 -1.650
H -14.1741 -12.3089 12.7476 0.287 -0.671 0.150
H -13.9429 -14.8276 13.9807 -0.343 0.119 -0.046
H -13.5669 -8.2924 10.5134 0.141 0.098 0.674
H -10.6243 -7.9347 15.7075 -0.708 0.241 0.967
H -13.6580 -2.6923 15.2134 -0.585 -0.667 -0.364
H -10.8006 -12.4356 14.0954 -0.561 -0.445 -0.233
H -11.7766 -6.0147 18.1559 -0.293 -0.089 0.459
H -12.8670 -13.5424 12.4519 -0.341 -0.055 0.416
H -13.9874 -4.6317 12.8582 -0.847 -0.090 -0.911
H -15.3076 -8.5023 12.4393 -0.351 -0.043 0.495
H -12.1458 -17.9091 15.1854 -0.499 0.357 0.059
H -14.9413 -10.9483 20.9878 -0.051 0.164 0.294
H -15.0218 -6.8277 11.9462 0.998 -1.064 0.723
H -19.4375 -8.6520 17.7322 0.358 -0.222 -0.156
H -12.4966 -9.9258 12.5131 0.388 0.215 0.224
H -9.0627 -8.4088 15.0133 -1.488 0.911 -0.277
H -13.3670 -9.2058 16.2871 0.011 0.019 -0.888
H -13.7790 -7.6589 19.7536 -0.079 -0.849 0.244
H -19.4774 -6.7397 19.0003 0.578 -0.063 0.729
H -15.0256 -2.8125 14.0547 -0.045 -0.109 0.462
H -8.6900 -11.2331 20.1629 -0.876 -0.258 -0.372
H -14.4845 -14.0956 16.8935 0.021 -1.132 0.397
H -12.1152 -3.3366 11.9274 1.086 -0.523 -0.513
H -15.4102 -7.0418 18.0099 0.939 0.289 -0.652
H -14.8764 -9.6659 18.2654 -0.372 -0.342 0.187
H -12.7809 -15.8949 19.9607 -2.357 0.245 -0.613
H -11.7207 -9.7490 14.7223 -1.680 -0.270 1.312
H -16.8028 -14.2541 16.6446 0.077 -1.187 0.251
H -14.3685 -17.3177 13.1813 0.519 0.131 -0.298
H -15.3397 -10.1917 15.7355 0.818 -0.101 -0.958
H -14.2749 -12.9238 10.4783 -0.207 -0.351 0.381
H -8.5954 -12.2779 14.4422 0.319 0.002 -0.603